85
Properties=species:S:1:pos:R:3:forces:R:3:mulliken_spin:R:1 method="wB97M-V/def2-TZVPD" spin_multiplicity=2 lumo_ev="-7.309 / -7.073" mol_weight_g_mol=820.86 de_lowest_kj_mol=0.00 homo_lumo_gap_ev="7.49 / 7.71" total_charge=+3
Ti 0.247 -0.834 -0.221 -0.29 -0.39 0.18 1.0355
N -0.784 0.179 1.480 0.06 0.00 -0.10 -0.0111
C -1.280 -0.903 2.368 0.00 -0.01 -0.01 0.0207
C -1.900 -0.442 3.677 0.02 -0.03 0.00 0.0010
C -2.772 -1.509 4.347 0.00 0.03 -0.03 -0.0006
C -4.016 -1.917 3.546 0.00 0.02 0.03 -0.0001
N -3.812 -3.003 2.577 0.02 -0.02 -0.01 0.0004
C -3.880 -4.301 2.867 -0.01 0.02 0.00 0.0001
N -3.790 -5.201 1.888 0.02 -0.02 -0.01 0.0000
N -4.023 -4.711 4.124 0.00 0.02 0.00 0.0000
C -0.098 -1.854 2.532 0.01 -0.03 -0.07 -0.0125
O 0.198 -2.374 3.600 0.10 0.05 -0.02 0.0004
O 0.586 -2.036 1.441 0.01 -0.01 -0.14 -0.0025
H -0.108 0.750 1.993 -0.03 0.00 0.00 0.0028
H -1.538 0.803 1.201 0.02 -0.03 0.01 0.0001
H -2.008 -1.450 1.767 0.02 0.04 0.02 0.0015
H -2.512 0.444 3.482 -0.01 -0.01 0.00 0.0005
H -1.109 -0.144 4.367 -0.01 0.02 0.00 -0.0004
H -3.115 -1.103 5.300 0.00 0.00 0.01 0.0002
H -2.165 -2.386 4.580 -0.01 -0.02 0.01 0.0001
H -4.406 -1.070 2.980 0.00 -0.01 0.00 0.0000
H -4.825 -2.210 4.216 -0.01 0.00 -0.01 0.0000
H -3.712 -2.765 1.602 -0.01 -0.01 0.01 -0.0001
H -3.758 -4.921 0.922 -0.01 0.01 0.01 -0.0001
H -3.852 -6.187 2.079 0.00 0.01 0.00 0.0000
H -4.075 -4.058 4.887 0.00 -0.01 0.00 0.0000
H -4.154 -5.685 4.341 0.00 0.00 0.00 0.0000
I 1.210 -1.950 -2.672 0.10 0.06 0.03 0.0005
C 2.660 -0.481 -3.101 0.02 -0.01 -0.03 -0.0074
C 3.921 -0.984 -3.270 -0.06 -0.04 0.02 0.0016
C 4.949 -0.181 -3.796 0.04 -0.03 0.00 0.0008
C 4.652 1.078 -4.217 -0.01 0.03 -0.01 -0.0011
C 3.349 1.614 -4.068 -0.06 -0.08 0.05 0.0008
C 3.069 2.889 -4.614 0.05 0.00 -0.01 -0.0003
C 1.823 3.429 -4.532 -0.03 0.04 -0.02 0.0004
C 0.840 2.753 -3.793 0.01 -0.04 0.05 -0.0006
C 1.061 1.526 -3.210 0.04 0.08 0.04 -0.0081
P -0.240 1.038 -2.020 0.05 -0.08 0.11 -0.0171
C -0.600 2.581 -1.121 -0.07 -0.01 -0.02 -0.0074
C 0.205 2.882 -0.020 0.01 -0.02 -0.02 -0.0056
C 0.004 4.046 0.705 0.00 0.00 0.00 0.0016
C -1.012 4.921 0.340 0.00 0.00 0.00 -0.0002
C -1.818 4.629 -0.751 0.00 0.01 0.00 0.0006
C -1.615 3.465 -1.481 0.01 -0.02 0.03 0.0018
C -1.706 0.658 -3.008 0.01 -0.02 -0.02 0.0007
C -2.965 0.643 -2.404 0.04 0.00 -0.01 0.0066
C -4.083 0.296 -3.140 -0.01 0.00 0.01 0.0008
C -3.953 -0.060 -4.477 0.00 0.00 0.00 -0.0009
C -2.705 -0.061 -5.078 0.01 0.01 0.00 0.0008
C -1.581 0.301 -4.348 0.01 0.04 0.02 -0.0024
C 2.317 0.868 -3.419 0.04 -0.02 -0.06 0.0040
H 4.122 -2.025 -3.053 0.02 0.00 0.00 -0.0001
H 5.940 -0.594 -3.923 0.00 0.00 -0.01 0.0000
H 5.403 1.687 -4.703 0.00 0.01 0.00 0.0000
H 3.868 3.414 -5.122 0.00 0.01 -0.01 0.0000
H 1.596 4.383 -4.986 0.00 0.01 0.00 0.0001
H -0.116 3.242 -3.651 0.01 0.01 -0.01 -0.0005
H 1.008 2.201 0.255 -0.01 0.02 0.00 -0.0085
H 0.633 4.280 1.554 0.01 0.00 0.01 0.0000
H -1.173 5.830 0.903 0.00 0.01 0.00 0.0000
H -2.605 5.312 -1.040 -0.01 0.01 0.00 0.0002
H -2.250 3.249 -2.330 -0.01 0.00 0.00 -0.0001
H -3.073 0.916 -1.360 -0.01 0.00 0.00 0.0005
H -5.060 0.306 -2.676 -0.01 0.00 0.01 0.0000
H -4.829 -0.330 -5.051 -0.01 0.00 -0.01 0.0000
H -2.603 -0.333 -6.120 0.00 0.00 -0.01 0.0000
H -0.612 0.317 -4.829 0.00 -0.01 -0.01 -0.0005
Cl -1.671 -2.068 -0.740 0.17 0.28 0.12 -0.0065
N 4.327 1.831 2.620 0.00 0.00 0.07 -0.0004
C 4.252 0.963 1.393 -0.05 -0.07 -0.08 -0.0004
P 2.821 -0.197 1.632 0.08 0.10 0.11 -0.0013
O 2.060 0.392 2.773 0.02 -0.04 -0.04 -0.0001
O 2.178 -0.319 0.263 -0.22 0.08 -0.21 0.0098
C 3.654 -1.768 2.128 -0.02 0.03 0.00 -0.0002
N 2.761 -2.845 2.641 -0.16 -0.01 -0.01 0.0008
H 5.012 1.491 3.298 -0.01 0.03 -0.01 0.0006
H 3.388 1.778 3.067 0.02 0.01 0.02 -0.0001
H 4.568 2.801 2.406 -0.02 -0.03 -0.01 -0.0002
H 5.217 0.499 1.202 0.01 0.01 0.02 -0.0002
H 4.000 1.595 0.542 0.01 0.00 0.01 0.0005
H 4.359 -1.519 2.923 -0.01 0.01 -0.01 0.0003
H 4.218 -2.165 1.283 0.01 0.01 0.00 -0.0003
H 2.017 -2.531 3.312 0.08 0.01 0.02 0.0006
H 3.299 -3.601 3.065 -0.01 0.00 -0.03 0.0002
H 2.173 -3.203 1.877 0.03 0.00 0.03 -0.0001

82
Properties=species:S:1:pos:R:3:forces:R:3:lowdin_charge:R:1 method="wB97M-V/def2-TZVPD" spin_multiplicity=1 lumo_ev=2.055 mol_weight_g_mol=814.15 de_lowest_kj_mol=15.35 homo_lumo_gap_ev=5.88 total_charge=-1
Pd 0.994 0.620 0.371 0.56 0.24 0.63 0.3024
C 1.184 0.597 -4.059 0.00 -0.01 -0.07 -0.0280
C 1.925 -0.498 -3.354 -0.06 -0.05 0.04 -0.2726
N 2.964 -1.036 -3.925 0.08 -0.12 -0.01 0.1083
C 3.664 -1.989 -3.248 -0.15 0.07 -0.08 -0.1448
C 3.345 -2.406 -1.990 -0.02 -0.05 0.04 -0.1890
C 4.263 -3.366 -1.288 0.05 0.03 0.05 -0.2221
O 5.127 -2.719 -0.346 -0.07 -0.05 -0.01 -0.0635
C 2.183 -1.883 -1.351 0.14 -0.13 0.28 -0.1004
C 1.855 -2.274 -0.007 0.14 0.06 -0.21 -0.1065
N 0.866 -1.813 0.685 -0.38 -0.11 0.13 0.0278
C 0.603 -2.388 1.932 0.09 0.07 -0.09 -0.3175
C 0.913 -3.729 2.207 0.02 -0.06 0.05 -0.0361
C 0.648 -4.312 3.433 0.01 0.01 -0.04 -0.0994
C 0.035 -3.577 4.436 0.00 0.03 -0.01 -0.1138
C -0.334 -2.266 4.175 0.03 -0.01 -0.03 -0.1844
C -0.071 -1.684 2.943 -0.01 -0.06 0.04 -0.6045
I -0.835 0.240 2.647 -0.13 -0.06 -0.01 1.0441
C 1.411 -0.914 -2.053 -0.19 0.07 -0.12 -0.3442
O 0.324 -0.420 -1.628 0.04 0.08 -0.07 -0.1285
H 1.812 1.005 -4.849 -0.01 0.00 0.00 0.0716
H 0.892 1.379 -3.356 0.03 -0.01 0.02 0.0618
H 0.259 0.212 -4.501 -0.01 0.00 0.02 0.0731
H 4.535 -2.393 -3.753 0.01 0.01 -0.03 0.1019
H 4.917 -3.843 -2.018 0.02 0.01 -0.02 0.1109
H 3.698 -4.159 -0.786 0.01 -0.03 0.00 0.1056
H 4.636 -1.993 0.057 0.02 0.03 -0.01 0.0733
H 2.544 -2.978 0.474 -0.01 0.01 -0.07 0.1072
H 1.352 -4.325 1.418 -0.02 -0.03 0.03 0.1031
H 0.911 -5.350 3.596 0.00 0.00 0.00 0.0973
H -0.178 -4.020 5.400 0.00 0.01 0.00 0.0934
H -0.844 -1.684 4.932 0.00 -0.01 0.01 0.0754
N 1.283 3.333 1.525 0.04 -0.05 -0.05 -0.0010
C 2.048 2.333 0.848 -0.10 -0.08 -0.42 -0.9984
S 2.894 1.181 1.821 -0.26 0.01 -0.32 0.5399
N 2.470 2.866 -0.388 0.10 0.17 0.25 0.0260
C 3.379 2.425 -1.336 -0.05 -0.12 -0.15 -0.2567
C 3.625 3.268 -2.429 -0.02 -0.02 0.05 -0.0478
C 4.505 2.897 -3.430 0.03 -0.08 0.01 -0.1120
C 5.170 1.677 -3.368 -0.07 0.09 0.04 -0.1118
C 4.922 0.840 -2.292 0.09 0.00 0.06 -0.0977
C 4.033 1.191 -1.286 0.06 0.07 -0.05 -0.0537
H 1.001 2.958 2.420 -0.04 0.01 0.01 0.0195
H 0.465 3.580 0.972 -0.07 -0.08 0.00 -0.0157
H 2.042 3.752 -0.604 0.05 0.03 0.07 0.1110
H 3.106 4.219 -2.489 0.01 0.00 0.00 0.1030
H 4.665 3.565 -4.268 0.01 0.00 0.00 0.0918
H 5.849 1.378 -4.156 0.00 -0.01 0.00 0.0910
H 5.406 -0.129 -2.235 0.00 0.08 0.01 0.0966
H 3.830 0.521 -0.467 0.03 -0.02 0.00 0.0276
C -5.016 5.008 1.257 0.03 0.02 -0.01 -0.1083
C -5.789 3.811 1.804 0.03 0.03 0.00 -0.2641
C -5.284 2.452 1.329 0.01 -0.01 -0.02 -0.2032
C -3.844 2.126 1.733 0.02 0.01 -0.02 -0.2417
N -2.834 2.732 0.881 0.18 -0.06 -0.01 -0.0238
C -2.378 2.234 -0.302 -0.08 0.06 0.08 -0.8503
S -1.047 2.931 -1.059 -0.14 0.04 0.01 0.6503
N -3.056 1.195 -0.807 0.07 -0.02 -0.08 0.0229
C -2.673 0.483 -2.027 0.02 0.00 0.14 -0.1965
C -3.226 1.105 -3.303 0.01 0.06 -0.01 -0.2043
C -4.698 0.829 -3.600 -0.01 0.00 0.03 -0.2635
C -5.681 1.415 -2.589 -0.01 0.00 0.01 -0.1206
H -5.511 5.943 1.524 -0.01 -0.01 0.00 0.0667
H -4.935 4.964 0.170 -0.01 -0.01 0.00 0.0762
H -4.000 5.057 1.652 -0.02 -0.03 0.00 0.0620
H -6.840 3.903 1.516 -0.01 0.01 0.01 0.1009
H -5.768 3.833 2.898 -0.01 0.00 0.00 0.1040
H -5.358 2.396 0.238 -0.04 0.01 0.01 0.0895
H -5.939 1.673 1.731 0.01 0.00 0.00 0.1114
H -3.688 1.043 1.764 -0.01 -0.01 -0.04 0.0622
H -3.652 2.466 2.753 -0.03 0.03 0.00 0.1203
H -2.259 3.471 1.246 -0.02 0.00 -0.01 0.0999
H -3.821 0.825 -0.273 -0.02 -0.03 0.04 0.1062
H -3.022 -0.547 -1.911 -0.01 0.00 -0.02 0.1307
H -1.586 0.446 -2.056 0.05 -0.03 -0.02 0.0593
H -2.624 0.724 -4.132 0.01 0.00 0.00 0.1092
H -3.041 2.183 -3.261 0.00 -0.02 -0.02 0.0979
H -4.853 -0.254 -3.669 -0.01 0.01 -0.01 0.1035
H -4.932 1.232 -4.589 0.01 0.01 0.00 0.0995
H -5.654 0.883 -1.636 0.02 0.00 -0.02 0.0527
H -6.707 1.358 -2.957 0.01 -0.01 0.00 0.0654
H -5.453 2.465 -2.385 0.00 -0.01 -0.01 0.0723